1.
123
Properties=species:S:1:pos:R:3 method="wB97M-V/def2-TZVPD" homo_lumo_gap_ev=9.98 charge=0 total_energy_ev=-62646.3370 smiles="N#C[C@@H](CCCCN)[C@@H](C#N)CCCCOC=O.CCCC#N.CCCC#N.CCCC#N.CCCC#N.CCCC#N.CCCC#N.CCCC#N"
N 4.610 0.907 6.491
C 4.190 1.466 5.595
C 3.627 2.149 4.422
C 4.190 1.597 3.073
C 5.360 0.616 3.115
C 5.051 -0.863 3.427
C 3.732 -1.373 2.859
N 3.685 -1.158 1.393
C 2.070 2.023 4.386
C 1.461 2.243 5.709
N 0.960 2.462 6.706
C 1.516 3.038 3.341
C 0.678 2.396 2.222
C -0.235 1.217 2.622
C -1.573 1.222 1.872
O -2.667 1.688 2.686
C -3.170 0.731 3.505
O -3.059 0.733 4.683
H 3.892 3.210 4.494
H 3.354 1.199 2.491
H 4.549 2.476 2.525
H 5.829 0.652 2.124
H 6.113 0.984 3.824
H 5.846 -1.458 2.957
H 5.099 -1.054 4.505
H 3.661 -2.450 3.053
H 2.862 -0.931 3.369
H 3.096 -1.885 0.993
H 3.193 -0.295 1.175
H 1.860 0.998 4.062
H 2.384 3.510 2.864
H 0.971 3.848 3.833
H 1.339 2.103 1.395
H 0.034 3.180 1.805
H -0.414 1.173 3.703
H 0.265 0.272 2.364
H -1.813 0.213 1.505
H -1.532 1.874 0.996
H -3.735 -0.053 2.969
C -4.422 1.396 0.476
C -4.724 1.209 -1.004
C -4.008 -0.004 -1.604
C -2.553 0.122 -1.525
N -1.411 0.230 -1.465
H -3.362 1.587 0.643
H -4.974 2.243 0.883
H -4.704 0.505 1.041
H -4.443 2.109 -1.557
H -5.796 1.065 -1.144
H -4.271 -0.126 -2.656
H -4.309 -0.913 -1.083
C 4.164 -1.682 -3.863
C 5.293 -2.360 -3.096
C 5.210 -2.121 -1.584
C 5.296 -0.702 -1.254
N 5.382 0.425 -1.047
H 4.201 -0.598 -3.742
H 4.236 -1.900 -4.928
H 3.188 -2.029 -3.515
H 6.256 -2.002 -3.464
H 5.265 -3.436 -3.272
H 6.019 -2.635 -1.063
H 4.270 -2.504 -1.185
C -9.551 -0.475 1.536
C -9.832 -0.658 0.050
C -9.069 -1.841 -0.558
C -7.622 -1.672 -0.441
N -6.483 -1.556 -0.346
H -8.497 -0.254 1.715
H -10.135 0.352 1.939
H -9.809 -1.374 2.099
H -9.572 0.253 -0.491
H -10.898 -0.828 -0.107
H -9.306 -1.957 -1.616
H -9.338 -2.775 -0.059
C 8.599 4.123 -0.088
C 9.327 3.235 0.912
C 8.370 2.364 1.735
C 7.436 3.172 2.518
N 6.701 3.816 3.121
H 7.937 4.827 0.419
H 9.310 4.702 -0.677
H 7.996 3.527 -0.777
H 9.925 3.848 1.588
H 10.018 2.574 0.386
H 8.921 1.725 2.427
H 7.784 1.717 1.077
C 0.874 2.545 -3.344
C 2.346 2.763 -3.020
C 2.610 2.666 -1.515
C 1.858 3.668 -0.759
N 1.261 4.422 -0.131
H 0.250 3.315 -2.889
H 0.703 2.574 -4.421
H 0.534 1.577 -2.970
H 2.676 3.736 -3.389
H 2.955 2.008 -3.520
H 3.670 2.791 -1.285
H 2.307 1.681 -1.152
C -5.360 -4.597 -0.941
C -5.458 -5.913 -0.182
C -6.266 -6.963 -0.956
C -7.633 -6.495 -1.190
N -8.692 -6.090 -1.376
H -6.347 -4.164 -1.094
H -4.771 -3.868 -0.386
H -4.893 -4.730 -1.916
H -5.929 -5.753 0.791
H -4.460 -6.311 0.013
H -6.319 -7.904 -0.407
H -5.804 -7.165 -1.924
C -3.094 -0.018 -5.656
C -1.881 -0.929 -5.517
C -2.239 -2.417 -5.623
C -3.168 -2.822 -4.569
N -3.866 -3.138 -3.713
H -3.816 -0.198 -4.858
H -2.796 1.029 -5.605
H -3.600 -0.177 -6.611
H -1.391 -0.747 -4.558
H -1.154 -0.697 -6.296
H -1.344 -3.035 -5.535
H -2.700 -2.635 -6.588

---

2.
73
Properties=species:S:1:pos:R:3 method="wB97M-V/def2-TZVPD" homo_lumo_gap_ev="6.54 / 7.30" charge=+3 total_energy_ev=-142981.0259 s_squared=3.76 multiplicity=4
Nd 0.034 -0.847 -0.203
Te 2.057 1.470 0.541
C 3.256 0.696 -1.014
C 4.536 0.954 -1.447
C 4.926 0.146 -2.575
C 3.952 -0.713 -3.039
S 2.561 -0.623 -1.975
H 5.243 1.709 -1.027
H 5.921 0.165 -3.001
H 4.034 -1.430 -3.825
N 1.336 4.969 -3.122
C 2.133 3.679 -3.298
C 1.168 2.533 -3.572
N 0.205 2.407 -2.472
C -0.602 3.597 -2.341
C 0.234 4.877 -2.085
H 0.961 5.194 -4.039
H 1.985 5.735 -2.895
H 2.667 3.485 -2.377
H 2.815 3.873 -4.134
H 1.761 1.610 -3.640
H 0.638 2.711 -4.516
H 0.719 2.233 -1.591
H -1.384 3.506 -1.579
H -1.175 3.734 -3.266
H 0.703 4.771 -1.075
H -0.342 5.787 -2.123
C 0.214 -6.533 -1.730
C 1.166 -5.389 -2.101
C 0.940 -4.174 -1.263
N 0.700 -3.246 -0.651
H 0.311 -7.324 -2.488
H -0.823 -6.225 -1.660
H 0.453 -7.008 -0.793
H 0.957 -5.106 -3.138
H 2.212 -5.662 -1.971
C -1.218 -0.045 6.019
N -1.597 0.320 4.666
N -1.016 -0.227 3.538
C -1.705 0.227 2.448
O -1.293 0.007 1.231
C -2.770 0.988 2.896
C -2.676 1.030 4.276
C -3.576 1.701 5.247
C 0.244 -0.929 3.433
C 0.291 -2.113 2.697
C 1.486 -2.818 2.647
C 2.578 -2.445 3.400
C 2.507 -1.269 4.155
C 1.350 -0.503 4.172
H -1.134 -1.134 6.088
H -2.048 0.259 6.620
H -0.329 0.469 6.295
H -3.473 1.531 2.315
H -4.067 2.565 4.755
H -3.054 2.017 6.159
H -4.351 1.007 5.584
H -0.591 -2.508 2.225
H 1.533 -3.700 2.064
H 3.465 -3.042 3.385
H 3.371 -0.964 4.689
H 1.311 0.464 4.676
Br -2.774 -2.887 -0.102
C -3.133 -1.531 -1.341
C -4.409 -1.467 -1.849
C -4.711 -0.444 -2.721
C -3.717 0.482 -3.011
C -2.428 0.283 -2.508
N -2.130 -0.709 -1.647
H -5.168 -2.150 -1.516
H -5.763 -0.310 -3.084
H -3.840 1.333 -3.644
H -1.632 0.949 -2.769

---

3.
133
Properties=species:S:1:pos:R:3 method="wB97M-V/def2-TZVPD" homo_lumo_gap_ev=6.16 charge=+2 total_energy_ev=-182462.7436 de_lowest_kcal_mol=21.0
Ti -0.598 0.602 -0.165
C -6.619 -1.245 -3.695
C -5.525 -0.795 -2.761
C -5.742 -0.694 -1.384
C -4.734 -0.279 -0.541
C -3.470 0.051 -1.031
N -2.484 0.573 -0.158
C -2.917 1.573 0.760
C -3.802 2.578 0.356
C -4.257 3.521 1.250
C -3.831 3.519 2.585
C -4.334 4.541 3.571
C -2.939 2.540 2.981
C -2.498 1.570 2.089
N -1.660 0.522 2.574
C -1.528 0.063 3.834
C -0.583 -0.936 3.821
C -0.170 -1.024 2.491
N -0.837 -0.153 1.737
C -3.234 -0.113 -2.382
C -4.256 -0.517 -3.234
N -1.922 0.070 -2.919
C -1.602 0.186 -4.220
C -0.233 0.155 -4.335
C 0.227 0.016 -3.033
N -0.792 -0.034 -2.164
H -7.600 -0.998 -3.293
H -6.583 -2.328 -3.837
H -6.522 -0.779 -4.676
H -6.715 -0.947 -0.975
H -4.912 -0.194 0.524
H -4.128 2.598 -0.676
H -4.949 4.285 0.913
H -4.884 5.335 3.070
H -3.510 4.991 4.128
H -5.004 4.074 4.296
H -2.580 2.533 4.004
H -2.127 0.445 4.645
H -0.255 -1.532 4.658
H 0.557 -1.671 2.033
H -4.056 -0.660 -4.289
H -2.356 0.283 -4.982
H 0.347 0.211 -5.242
H 1.237 -0.065 -2.678
Br 7.894 4.012 0.557
C 6.303 4.949 0.954
C 6.121 5.455 2.229
C 4.957 6.147 2.520
C 3.961 6.277 1.564
C 4.161 5.788 0.276
C 5.348 5.137 -0.037
N 2.842 7.111 1.930
N 1.689 6.885 1.549
C 1.265 5.680 0.893
C 0.525 5.778 -0.252
C -0.060 4.641 -0.848
C 0.037 3.429 -0.240
O -0.458 2.280 -0.771
C 0.719 3.312 0.979
N 0.701 2.074 1.536
C 1.348 1.904 2.663
C 2.008 2.949 3.336
C 2.006 4.204 2.793
C 1.368 4.419 1.553
H 6.900 5.349 2.973
H 4.815 6.600 3.494
H 3.430 5.988 -0.498
H 5.546 4.820 -1.052
H 0.399 6.752 -0.709
H -0.605 4.728 -1.781
H 1.347 0.904 3.080
H 2.485 2.754 4.288
H 2.480 5.024 3.317
C 5.177 1.438 1.363
N 4.187 0.440 0.935
C 4.149 -0.746 1.798
C 3.346 0.644 -0.088
S 1.850 -0.228 -0.122
N 3.713 1.460 -1.086
C 2.757 2.147 -1.944
C 5.097 1.535 -1.577
H 5.127 1.502 2.450
H 4.941 2.416 0.954
H 6.194 1.162 1.088
H 3.992 -0.441 2.833
H 5.104 -1.268 1.731
H 3.358 -1.419 1.492
H 1.752 2.026 -1.567
H 2.809 1.755 -2.962
H 3.002 3.210 -1.970
H 5.687 0.713 -1.186
H 5.578 2.478 -1.331
H 5.064 1.437 -2.663
C -3.655 -4.261 -0.660
C -2.462 -4.402 -1.606
C -2.338 -5.848 -2.090
C -2.705 -3.505 -2.821
Sb -0.698 -3.567 -0.542
C -0.611 -4.770 1.336
C -0.969 -6.249 1.173
C 0.807 -4.651 1.917
C -1.624 -4.157 2.310
C 0.987 -4.382 -1.755
C 1.249 -5.872 -1.544
C 0.684 -4.099 -3.227
C 2.253 -3.605 -1.390
H -4.574 -4.539 -1.195
H -3.776 -3.232 -0.305
H -3.577 -4.919 0.205
H -3.285 -6.134 -2.568
H -2.150 -6.559 -1.292
H -1.556 -5.961 -2.840
H -3.681 -3.755 -3.263
H -1.952 -3.635 -3.598
H -2.736 -2.456 -2.535
H -0.318 -6.779 0.481
H -2.002 -6.382 0.858
H -0.873 -6.737 2.153
H 1.588 -4.734 1.161
H 0.975 -5.459 2.639
H 0.955 -3.710 2.458
H -2.650 -4.380 2.016
H -1.537 -3.074 2.390
H -1.474 -4.583 3.312
H 0.383 -6.493 -1.763
H 1.576 -6.085 -0.525
H 2.059 -6.186 -2.215
H -0.102 -4.740 -3.622
H 1.588 -4.292 -3.820
H 0.399 -3.055 -3.394
H 2.517 -3.687 -0.332
H 2.155 -2.547 -1.633
H 3.096 -4.007 -1.970

---

4.
26
Properties=species:S:1:pos:R:3 method="wB97M-V/def2-TZVPD" homo_lumo_gap_ev=7.88 charge=0 total_energy_ev=-11286.3557 de_lowest_kcal_mol=27.7
B -0.717 0.884 -0.095
C 2.718 -1.734 1.128
C 1.417 -2.210 1.283
C 2.971 -0.519 0.427
C 0.389 -1.424 0.852
C 1.872 0.205 -0.029
C 0.628 -0.160 0.296
C -0.227 2.423 -0.430
C -1.753 0.978 1.105
C -2.197 -0.712 -1.760
C -1.118 0.161 -1.460
H 3.466 -2.411 1.436
H 1.351 -3.217 1.802
H 3.919 -0.030 0.106
H -0.549 -1.901 1.125
H 2.132 1.034 -0.618
H -1.041 3.117 -0.493
H 0.442 2.602 -1.250
H 0.419 2.622 0.485
H -1.493 1.190 2.130
H -2.212 -0.004 1.167
H -2.583 1.704 0.773
H -1.932 -1.721 -1.862
H -2.917 -0.541 -1.019
H -2.605 -0.603 -2.874
H -0.380 0.266 -2.223